[1]
Entry from the Open Molecules 2025 dataset: a 2-piece molecular cluster, C3H10N2S overall at a distorted geometry (ωB97M-V/def2-TZVPD).

Last column: Löwdin charge in e.
Positions of all 16 atoms, in Å:
C 0.216 -1.076 -0.785  -0.32
C 1.441 -0.817 0.381  -0.47
S 2.963 -0.160 -0.138  0.74
N -0.952 -0.412 -0.555  -0.05
C -0.659 0.926 -0.272  -0.41
N -1.815 1.728 0.130  0.01
H 0.015 -2.118 -1.032  0.10
H 0.772 -0.659 -1.631  0.09
H -0.526 -1.202 2.387  0.07
H 1.728 -1.729 0.909  0.01
H 2.528 1.098 -0.342  -0.13
H -0.797 -1.131 1.693  0.03
H -0.197 1.416 -1.144  0.13
H 0.021 0.944 0.596  0.10
H -2.504 1.092 0.510  0.06
H -2.234 2.099 -0.709  0.05

- E_LUMO (eV) = -1.7939
- relative energy (zero: lowest compared OMol25 entry of this formula, charge and spin) (kcal per mole) = 138.4
- total charge = 0
- frontier orbital gap (Ha) = 0.2206
- HOMO energy (eV) = -7.798

=====

[2]
Entry from the Open Molecules 2025 dataset: C26H36CoN4S5Si2 as an isolated structure at a distorted geometry (ωB97M-V/def2-TZVPD).

Last column: Löwdin charge in e.
Positions of all 74 atoms, in Å:
Co -0.538 0.923 0.003  0.10
S 0.769 2.119 -1.399  0.66
C -0.424 3.178 -2.117  -0.67
C -0.083 3.948 -3.229  -0.06
C -1.007 4.776 -3.850  -0.20
C -0.611 5.549 -4.989  -0.19
N -0.289 6.175 -5.899  0.15
C -2.318 4.848 -3.345  -0.20
C -2.662 4.104 -2.228  -0.06
C -1.733 3.275 -1.593  -0.66
S -2.196 2.378 -0.177  0.75
C -3.309 5.666 -3.980  -0.19
N -4.114 6.311 -4.490  0.15
H 0.925 3.891 -3.618  0.11
H -3.671 4.157 -1.843  0.11
C -0.343 2.452 4.072  -0.17
Si 0.720 1.394 2.939  0.41
C 1.793 0.255 4.001  -0.16
C 1.871 2.536 2.017  -0.19
N -0.265 0.478 1.826  -0.11
C -1.095 -0.520 2.226  -0.31
C -1.294 -0.961 3.550  -0.06
C -2.193 -1.964 3.829  -0.12
C -2.949 -2.547 2.798  -0.12
C -2.792 -2.129 1.498  -0.06
C -1.854 -1.126 1.171  -0.32
N -1.605 -0.632 -0.068  -0.14
Si -2.464 -1.146 -1.515  0.40
C -2.374 -3.006 -1.784  -0.18
C -1.660 -0.350 -3.006  -0.16
C -4.267 -0.634 -1.446  -0.17
H 0.283 3.115 4.673  0.02
H -0.952 1.852 4.751  0.02
H -1.018 3.070 3.476  0.03
H 2.704 0.785 4.289  0.03
H 2.085 -0.642 3.452  0.01
H 1.295 -0.069 4.915  0.02
H 2.465 3.106 2.737  0.03
H 1.327 3.239 1.387  0.01
H 2.550 1.984 1.369  0.00
H -0.746 -0.493 4.355  0.07
H -2.332 -2.288 4.853  0.09
H -3.675 -3.316 3.027  0.09
H -3.406 -2.558 0.719  0.07
H -1.335 -3.332 -1.806  -0.02
H -2.828 -3.246 -2.749  0.03
H -2.890 -3.589 -1.022  0.02
H -0.751 -0.884 -3.291  0.02
H -1.389 0.688 -2.816  -0.01
H -2.340 -0.365 -3.861  0.03
H -4.811 -1.136 -0.643  0.02
H -4.769 -0.862 -2.389  0.03
H -4.331 0.440 -1.268  0.01
C 4.923 -1.654 0.951  -0.55
C 4.845 -1.019 -0.439  -0.53
S 3.237 -0.247 -0.795  0.82
C 2.604 -1.263 -2.145  -0.55
C 2.289 -2.707 -1.771  -0.52
S 1.003 -2.793 -0.489  0.88
C 1.694 -3.957 0.713  -0.54
C 2.720 -3.365 1.675  -0.52
S 4.433 -3.401 1.045  0.85
H 4.302 -1.098 1.653  0.06
H 5.949 -1.617 1.320  0.06
H 5.066 -1.752 -1.216  0.07
H 5.597 -0.230 -0.507  0.06
H 3.310 -1.237 -2.977  0.08
H 1.702 -0.732 -2.458  0.04
H 3.180 -3.206 -1.395  0.03
H 1.940 -3.243 -2.656  0.07
H 2.101 -4.827 0.194  0.07
H 0.824 -4.292 1.282  0.07
H 2.720 -3.932 2.608  0.06
H 2.462 -2.331 1.899  0.05

- E_LUMO (spin up / spin down) (eV) = 2.0013 / 2.0107
- relative energy (zero: lowest compared OMol25 entry of this formula, charge and spin) (kcal per mole) = 3.9
- total charge = -1
- frontier orbital gap (spin up / spin down) (Ha) = 0.2355 / 0.2358
- HOMO energy (spin up / spin down) (eV) = -4.407 / -4.405

=====

[3]
Entry from the Open Molecules 2025 dataset: one molecule with the formula C3H7N3O2 at a distorted geometry (ωB97M-V/def2-TZVPD).

Last column: Löwdin charge in e.
Positions of all 15 atoms, in Å:
N 1.345 0.225 -1.565  0.17
C 0.058 -0.093 -1.853  -0.46
C -0.001 -0.078 0.625  -0.63
N -0.745 1.113 0.019  0.10
N -0.872 -1.058 1.183  0.11
C 0.672 -0.666 -0.601  -0.13
O 0.916 0.391 1.576  0.01
O -0.717 -0.227 -2.753  0.10
H 1.059 -0.273 2.259  0.10
H 1.733 1.126 -1.338  0.12
H -1.501 1.403 0.630  0.08
H -0.149 1.922 -0.127  0.08
H -1.485 -1.455 0.483  0.10
H -1.429 -0.683 1.943  0.09
H 1.115 -1.647 -0.480  0.14

- E_LUMO (eV) = 0.6190
- relative energy (zero: lowest compared OMol25 entry of this formula, charge and spin) (kcal per mole) = 73.3
- total charge = 0
- frontier orbital gap (Ha) = 0.3634
- SMILES = NC(N)(O)[C@@H]1NC1=O
- HOMO energy (eV) = -9.271

=====

[4]
Entry from the Open Molecules 2025 dataset: a 5-piece molecular cluster, C5H18NO5 overall at a distorted geometry (ωB97M-V/def2-TZVPD).

Last column: Löwdin charge in e.
Positions of all 29 atoms, in Å:
N 1.716 2.376 -0.493  -0.02
C 0.344 2.611 0.128  -0.21
C 0.250 1.756 1.419  -0.16
C 1.331 0.687 1.239  -0.15
C 1.892 0.937 -0.165  -0.37
C 1.237 0.107 -1.255  -0.23
O 1.189 -1.314 -0.937  -0.15
H 2.308 2.839 0.211  0.09
H 0.214 3.683 0.098  0.10
H -0.325 2.106 -0.586  0.10
H 0.445 2.472 2.251  0.10
H -0.810 1.430 1.313  0.11
H 2.198 0.816 1.898  0.10
H 0.933 -0.333 1.421  0.10
H 2.950 0.538 -0.219  0.15
H 0.227 0.365 -1.532  0.10
H 1.892 0.131 -2.118  0.11
H -1.314 -1.889 1.339  -0.03
H -1.874 -1.562 2.800  0.00
O -1.054 -1.733 2.327  -0.15
H -1.464 -1.997 -1.701  -0.01
H -0.403 -1.464 -2.620  0.00
O -1.368 -1.487 -2.571  -0.14
H -2.759 -0.726 1.163  -0.01
H -2.561 -0.681 -0.269  0.01
O -3.107 -0.242 0.405  -0.08
H 0.240 -1.492 -0.559  0.04
H -0.404 -2.919 0.108  -0.01
O -1.125 -2.325 -0.128  -0.37

- E_LUMO (eV) = 3.5002
- relative energy (zero: lowest compared OMol25 entry of this formula, charge and spin) (kcal per mole) = 12.4
- total charge = -1
- frontier orbital gap (Ha) = 0.3370
- HOMO energy (eV) = -5.671

=====

[5]
Entry from the Open Molecules 2025 dataset: C26H43ClErN3O4 as an isolated structure at a distorted geometry (ωB97M-V/def2-TZVPD).

Last column: Löwdin charge in e.
Positions of all 78 atoms, in Å:
O 0.020 -0.529 -1.906  -0.34
C -0.661 -0.375 -3.086  -0.40
C -0.376 1.004 -3.721  -0.18
C 0.208 2.054 -2.995  -0.04
H 0.449 1.894 -1.939  0.09
C 0.471 3.268 -3.639  -0.09
H 0.990 4.054 -3.088  0.10
C 0.045 3.471 -4.954  -0.11
H 0.205 4.438 -5.428  0.09
C -0.600 2.450 -5.658  -0.09
H -0.957 2.611 -6.676  0.10
C -0.787 1.216 -5.042  -0.05
H -1.269 0.393 -5.578  0.12
H -0.372 -1.130 -3.851  0.14
C -2.588 -2.049 -2.535  -0.06
C -2.164 -0.634 -2.831  -0.26
H -3.672 -2.147 -2.689  0.07
H -2.401 -2.323 -1.481  0.04
H -2.040 -2.765 -3.164  0.08
C -2.958 0.429 -2.647  -0.14
C -4.364 0.373 -2.174  -0.14
H -2.547 1.438 -2.735  0.12
H -5.019 0.783 -2.943  0.07
H -4.457 0.993 -1.282  0.04
H -4.714 -0.627 -1.921  0.05
Er -0.378 -0.673 0.231  1.08
Cl -2.898 -0.297 0.614  0.04
C -1.077 -0.420 3.072  -0.39
O -0.370 -1.258 2.440  -0.16
N -1.469 -0.601 4.325  -0.16
C -0.980 -1.765 5.072  -0.01
C -2.269 0.421 5.001  -0.03
H -1.376 0.514 2.560  0.06
H -0.417 -2.375 4.364  0.09
H -1.813 -2.346 5.483  0.09
H -0.321 -1.448 5.890  0.10
H -2.471 1.217 4.270  0.09
H -1.729 0.862 5.853  0.09
H -3.239 0.030 5.343  0.10
H 4.623 1.167 -2.119  0.09
H 4.469 1.688 0.558  0.10
C 3.539 1.094 -1.965  -0.03
C 3.426 1.346 0.521  -0.05
N 3.260 0.516 -0.656  -0.15
H 3.104 0.436 -2.724  0.09
C 2.654 -0.681 -0.624  -0.27
O 1.902 -1.073 0.303  -0.13
H 3.181 0.775 1.417  0.09
H 2.866 -1.308 -1.506  0.15
H 3.090 2.094 -2.047  0.10
H 2.770 2.219 0.462  0.07
H -0.298 -6.137 0.522  0.10
H 1.834 -6.284 -1.114  0.10
C -0.741 -5.624 -0.340  -0.01
C 1.306 -5.580 -1.771  -0.04
N 0.279 -4.852 -1.044  -0.17
H -1.518 -4.943 0.003  0.09
C 0.397 -3.547 -0.815  -0.25
O -0.387 -2.929 -0.052  -0.13
H 2.027 -4.864 -2.176  0.09
H 1.222 -3.033 -1.352  0.14
H -1.147 -6.365 -1.033  0.10
H 0.863 -6.144 -2.599  0.09
C -0.013 3.538 3.781  -0.04
C 1.105 2.725 3.140  -0.64
C 2.276 3.641 2.816  -0.05
C 1.550 1.598 4.071  -0.03
C 0.635 2.085 1.916  -0.20
C 0.267 1.492 0.902  -0.11
H 0.348 3.990 4.712  0.09
H -0.883 2.917 4.016  0.07
H -0.335 4.342 3.113  0.09
H 2.624 4.140 3.727  0.09
H 3.112 3.078 2.393  0.06
H 1.974 4.408 2.097  0.09
H 0.705 0.942 4.316  0.07
H 2.318 0.976 3.596  0.09
H 1.956 2.006 5.002  0.09

- E_LUMO (spin up / spin down) (eV) = 0.2319 / 0.2319
- total charge = 0
- multiplicity = 4
- frontier orbital gap (spin up / spin down) (Ha) = 0.2892 / 0.2892
- HOMO energy (spin up / spin down) (eV) = -7.637 / -7.639

=====

What did we get for electronic energy? Answer: -627.77407, -5184.27464, -433.20590, -632.28809, -2957.08559 Eh, in the order shown.